Record 1
C5H7N | the ωB97M-V functional and the def2-TZVPD basis

As for the total charge: 0. The calculation puts the energy above the lowest of the compared OMol25 structures with the same formula, charge and spin at 191.3 kcal/mol. The calculation puts the molecular weight at 81.1 g mol⁻¹. The value obtained for the total energy is -6780.2189 eV. Its LUMO energy is 0.53 eV. For the frontier orbital gap, the calculation gives 7.1838 eV.

Last column: Löwdin charge in e.
Cartesian coordinates (Å):
C: -0.516 -0.128 1.513  -0.08
C: -0.493 -0.921 0.218  -0.20
C: -0.886 0.515 0.203  -0.07
C: 0.149 0.520 -1.560  -0.11
N: 0.893 0.817 -0.286  -0.04
C: 0.667 -0.594 -0.689  -0.28
H: -1.394 -0.335 2.127  0.11
H: 0.387 0.121 2.063  0.10
H: -1.181 -1.736 0.018  0.13
H: -1.795 1.056 -0.021  0.12
H: 0.700 0.749 -2.484  0.06
H: 1.872 1.112 -0.252  0.13
H: 1.541 -1.216 -0.876  0.13



Record 2
C5H7N | the ωB97M-V functional and the def2-TZVPD basis

As for the total charge: 0. The calculation puts the energy above the lowest of the compared OMol25 structures with the same formula, charge and spin at 87.9 kcal/mol. The calculation puts the molecular weight at 81.1 g mol⁻¹. The value obtained for the total energy is -6784.7026 eV. Its LUMO energy is 1.20 eV. For the frontier orbital gap, the calculation gives 10.1115 eV. Its SMILES is C1[C@H]2[C@@H]1N1C[C@@H]21.

Last column: Löwdin charge in e.
Cartesian coordinates (Å):
C: 1.085 -0.837 0.359  -0.10
C: 0.719 -0.041 -0.848  -0.15
C: -0.261 -1.061 -0.260  -0.21
N: -1.333 -0.038 -0.102  -0.01
C: -0.913 1.014 0.814  -0.10
C: -0.396 0.994 -0.579  -0.20
H: 1.319 -0.425 1.336  0.09
H: 1.718 -1.679 0.081  0.11
H: 1.371 0.023 -1.717  0.12
H: -0.628 -2.065 -0.450  0.13
H: -0.237 0.782 1.630  0.09
H: -1.754 1.643 1.100  0.11
H: -0.690 1.689 -1.363  0.13



Record 3
C5H7N | the ωB97M-V functional and the def2-TZVPD basis

As for the total charge: 0. The calculation puts the energy above the lowest of the compared OMol25 structures with the same formula, charge and spin at 134.4 kcal/mol. The calculation puts the molecular weight at 81.1 g mol⁻¹. The value obtained for the total energy is -6782.6849 eV. Its LUMO energy (alpha / beta) is 0.99 / 0.99 eV. For the frontier orbital gap (alpha / beta), the calculation gives 8.5953 / 8.5959 eV.

Last column: Löwdin charge in e.
Cartesian coordinates (Å):
C: 0.407 1.572 -0.263  0.01
C: -0.542 1.203 -1.190  0.07
C: -0.762 -1.380 1.758  -0.25
C: 0.112 0.161 -0.288  -0.30
C: 0.801 -1.070 -0.634  -0.11
N: -1.015 -0.236 1.436  0.05
H: 1.125 2.342 -0.017  0.10
H: -1.047 1.689 -2.003  0.09
H: -1.435 -1.871 2.450  0.05
H: -0.054 -2.069 1.183  0.05
H: 0.160 -1.931 -0.653  0.07
H: 1.524 -1.340 0.079  0.06
H: 1.337 -0.880 -1.608  0.12



Record 4
C5H7N | the ωB97M-V functional and the def2-TZVPD basis

As for the total charge: 0. The calculation puts the energy above the lowest of the compared OMol25 structures with the same formula, charge and spin at 111.2 kcal/mol. The calculation puts the molecular weight at 81.1 g mol⁻¹. The value obtained for the total energy is -6783.6899 eV. Its LUMO energy (alpha / beta) is 0.31 / 0.94 eV. For the frontier orbital gap (alpha / beta), the calculation gives 7.2910 / 8.3735 eV.

Last column: Löwdin charge in e.
Cartesian coordinates (Å):
C: 0.707 1.034 -0.783  -0.18
C: -0.632 1.129 -0.083  -0.03
C: 0.639 -0.456 -0.974  -0.12
N: -0.360 -1.136 -0.298  -0.09
C: -0.110 -1.191 1.139  -0.03
C: -1.059 -0.133 0.438  -0.28
H: 1.597 1.362 -0.185  0.11
H: 0.781 1.608 -1.724  0.10
H: -1.200 2.044 0.032  0.09
H: 1.447 -1.063 -1.373  0.10
H: 0.867 -0.854 1.485  0.11
H: -0.566 -2.020 1.684  0.10
H: -2.110 -0.326 0.642  0.13



Record 5
C5H7N | the ωB97M-V functional and the def2-TZVPD basis

As for the total charge: 0. The calculation puts the energy above the lowest of the compared OMol25 structures with the same formula, charge and spin at 94.2 kcal/mol. The calculation puts the molecular weight at 81.1 g mol⁻¹. The value obtained for the total energy is -6784.4285 eV. Its LUMO energy is 0.53 eV. For the frontier orbital gap, the calculation gives 7.8056 eV.

Last column: Löwdin charge in e.
Cartesian coordinates (Å):
C: 1.761 0.111 -0.023  -0.02
C: 0.264 0.076 0.051  -0.39
C: -0.728 1.149 -0.096  -0.16
C: -2.065 0.648 -0.251  -0.11
C: -1.819 -0.712 -0.216  -0.19
N: -0.480 -1.053 -0.038  0.05
H: 2.228 -0.639 0.623  0.08
H: 2.087 -0.067 -1.052  0.09
H: 2.128 1.095 0.278  0.09
H: -0.400 2.187 -0.129  0.11
H: -0.220 0.750 1.053  0.21
H: -2.521 -1.539 -0.288  0.09
H: -0.118 -1.979 0.135  0.15



Record 6
C5H7N | the ωB97M-V functional and the def2-TZVPD basis

As for the total charge: 0. The calculation puts the energy above the lowest of the compared OMol25 structures with the same formula, charge and spin at 33.2 kcal/mol. The calculation puts the molecular weight at 81.1 g mol⁻¹. The value obtained for the total energy is -6787.0746 eV. Its LUMO energy is 0.91 eV. For the frontier orbital gap, the calculation gives 11.1213 eV. Its SMILES is C[C@H]1C[C@H]1C#N.

Last column: Löwdin charge in e.
Cartesian coordinates (Å):
C: 1.449 0.538 -0.040  -0.06
C: 0.461 -0.571 -0.177  -0.32
C: -0.579 -0.962 0.802  -0.06
C: -1.009 -0.247 -0.464  -0.23
C: -1.592 1.068 -0.310  -0.21
N: -2.051 2.124 -0.181  0.14
H: 1.933 0.716 -1.007  0.09
H: 2.209 0.298 0.698  0.08
H: 0.929 1.454 0.247  0.08
H: 0.783 -1.418 -0.789  0.14
H: -0.619 -0.312 1.672  0.12
H: -0.815 -2.005 0.989  0.11
H: -1.098 -0.683 -1.440  0.13